The following is a quantum chemistry calculation of a 13-piece molecular cluster, C45H126N12O13 overall at a distorted geometry, from the OMol25 dataset.

## Properties
**Charge**: 0
**HOMO energy**: -8.505 eV
**Lowest unoccupied orbital energy**: 0.7 eV
**Orbital gap**: 0.337 Ha
**Calculated total energy**: -93200.208 eV
**Strongest force on any atom**: 4.20 eV/Å

```
196
Properties=species:S:1:pos:R:3:forces:R:3:lowdin_charge:R:1
C 13.4502 19.5504 16.9449 -0.10 0.10 0.25 -0.051
C 14.9617 19.3951 16.9328 -0.30 -0.24 0.65 -0.393
C 15.5551 20.6351 17.5639 0.29 0.62 -1.15 -0.213
O 16.9510 20.6774 17.3402 0.41 0.14 0.24 -0.199
C 17.6748 21.7867 17.9346 -0.76 -1.64 -0.99 -0.064
N 15.2705 18.1674 17.7097 1.01 1.56 0.16 0.094
H 13.1671 20.4699 16.4601 -0.03 0.61 -0.11 0.070
H 13.2084 19.6409 18.0165 -0.68 -0.36 -0.45 0.080
H 12.8807 18.7994 16.3694 0.42 -0.17 0.75 0.074
H 15.2887 19.4636 15.8994 0.47 -0.75 -0.24 0.112
H 15.3828 20.6816 18.6221 -0.49 0.17 0.72 0.102
H 15.0342 21.4527 17.0033 0.49 0.00 0.75 0.139
H 18.7069 21.5599 17.6549 -0.06 0.32 0.57 0.091
H 17.4573 21.8821 18.9903 0.33 -0.27 0.49 0.078
H 17.3575 22.6960 17.4789 -0.17 0.91 -0.55 0.070
H 16.2732 17.9987 17.8192 -0.08 0.22 -0.57 0.090
H 14.8988 17.3787 17.2520 -0.54 -1.37 -0.60 0.040
C 11.0557 15.2257 20.0925 1.78 0.85 -1.73 -0.047
C 11.1895 16.7785 19.8549 -0.31 -1.22 0.57 -0.402
C 10.2169 17.5208 20.7474 -1.76 1.31 -1.27 -0.207
O 8.8425 17.0689 20.6811 1.06 0.22 -0.79 -0.192
C 7.9467 17.9906 21.2289 -1.99 -1.03 0.55 -0.149
N 12.4794 17.3462 20.2797 1.38 -0.86 -0.11 0.035
H 12.0113 14.8583 19.5816 -1.67 -0.18 0.48 0.060
H 10.1151 14.7021 19.8018 0.81 0.73 -0.06 0.086
H 11.2394 15.0972 21.1234 0.01 -0.47 1.43 0.058
H 11.1156 16.9362 18.7633 -0.47 0.41 0.56 0.138
H 10.2489 18.6043 20.5283 -0.09 -0.25 -0.44 0.118
H 10.5397 17.5304 21.7552 0.62 -0.70 1.33 0.109
H 8.1381 19.0365 21.0256 0.35 0.27 -0.36 0.073
H 7.8999 17.8583 22.3194 0.12 0.22 0.03 0.082
H 6.8885 17.7414 20.8738 1.46 0.29 0.20 0.106
H 13.1063 17.4559 19.4651 -0.35 -0.19 0.78 0.054
H 13.0104 16.8017 21.0197 -1.02 0.60 -1.27 0.090
C 16.8746 13.4253 21.1723 1.11 0.02 -0.93 -0.058
C 15.4693 13.7902 21.5980 -1.42 -0.68 -0.67 -0.439
C 15.1656 13.1478 22.9302 0.44 -0.86 1.05 -0.230
O 14.9423 11.7622 22.8430 0.29 -0.17 -1.79 -0.213
C 14.8424 11.1554 24.0683 0.00 -1.34 0.89 -0.139
N 15.1310 15.2079 21.8117 1.61 0.45 0.62 0.044
H 17.6728 13.8724 21.7961 -0.55 0.13 -0.15 0.089
H 17.1568 13.6266 20.0969 -0.59 0.05 1.03 0.082
H 16.9824 12.3524 21.3170 0.01 -0.25 -0.11 0.070
H 14.7064 13.3066 20.8694 1.31 0.92 0.95 0.126
H 14.3059 13.6015 23.3896 -0.67 0.48 0.11 0.120
H 15.9733 13.1868 23.6767 0.36 0.93 -0.28 0.130
H 14.6538 10.0985 23.8599 -0.11 0.04 0.17 0.092
H 13.9847 11.5561 24.6032 -0.09 0.08 0.49 0.090
H 15.7564 11.1630 24.7181 -0.46 0.50 -0.57 0.104
H 15.6947 15.4560 22.6677 -0.91 -0.01 -0.90 0.100
H 15.5833 15.8149 21.1153 -0.29 -0.24 0.02 0.038
C 13.0384 9.0190 15.3033 -0.81 -0.49 0.24 -0.057
C 13.0321 10.1674 14.2992 -1.28 -0.40 -0.60 -0.439
C 11.9791 11.2283 14.6086 -0.22 -0.26 1.96 -0.253
O 12.1260 12.3586 13.8429 0.03 1.56 -1.27 -0.194
C 11.1024 13.3188 14.1383 0.67 -0.16 -1.33 -0.083
N 14.3168 10.7470 14.2949 1.56 -0.47 1.80 0.062
H 13.0677 9.3367 16.3596 0.60 0.17 -0.43 0.072
H 13.7961 8.2604 15.0666 0.16 0.58 0.19 0.083
H 12.1172 8.4551 15.2878 -0.63 -0.11 -0.30 0.066
H 12.7770 9.7890 13.2813 0.41 0.02 0.55 0.155
H 12.1178 11.5580 15.6636 -0.05 -0.44 0.07 0.128
H 10.9455 10.8952 14.5314 -0.22 -0.59 -0.04 0.121
H 10.1645 12.7854 14.1655 -0.59 0.09 0.22 0.081
H 11.0656 14.0767 13.3331 0.15 -0.52 0.24 0.087
H 11.3034 13.8574 15.0493 0.01 0.00 0.69 0.073
H 14.4888 11.3325 13.5328 0.15 1.30 -1.12 0.060
H 14.4958 11.2256 15.1973 0.12 -0.22 -1.01 0.075
C 18.4225 16.9924 10.7227 -0.24 0.04 -1.25 -0.072
C 18.5349 17.3938 12.1240 0.50 1.96 3.04 -0.466
C 17.3579 17.0553 13.0130 -1.81 -0.07 -0.60 -0.197
O 16.0539 17.5183 12.5645 0.58 0.14 0.12 -0.236
C 15.5985 18.8360 12.8813 -0.13 -0.95 -0.86 -0.082
N 19.6351 16.5862 12.7167 0.29 0.10 0.08 0.046
H 19.4111 17.1607 10.2505 -0.62 -0.27 0.04 0.094
H 17.6471 17.5816 10.1916 0.36 -0.53 0.21 0.091
H 18.1752 15.9234 10.7713 0.00 0.16 -0.74 0.064
H 18.6761 18.5344 12.2481 0.48 -1.61 -0.26 0.160
H 17.5001 17.3100 14.0631 0.25 0.43 0.10 0.120
H 17.2314 15.9774 12.9878 0.05 -0.34 -0.03 0.094
H 15.5485 19.0055 13.9436 0.22 0.04 0.60 0.048
H 14.5581 18.7481 12.5210 0.39 0.86 0.00 0.083
H 16.1935 19.6472 12.4064 -0.46 -0.50 0.09 0.097
H 19.7304 16.6578 13.7411 -0.28 0.27 -0.69 0.069
H 19.3551 15.6170 12.5301 0.37 0.21 0.08 0.055
C 20.9215 18.5161 18.2767 0.86 0.10 0.01 -0.069
C 19.5844 18.1376 18.7544 -2.09 -1.52 0.50 -0.434
C 19.1802 16.7347 18.2656 1.43 -0.63 -0.19 -0.226
O 18.9953 16.7093 16.8463 -0.41 -0.83 0.53 -0.194
C 18.4009 15.4392 16.5303 -0.33 0.98 -1.09 -0.104
N 19.4591 17.9547 20.2458 -1.48 0.89 -0.79 0.049
H 21.0101 19.5853 18.3566 0.55 0.50 0.12 0.071
H 21.0976 18.2362 17.2490 -0.23 -0.02 -0.43 0.080
H 21.6837 17.9949 18.8530 0.17 0.15 0.23 0.087
H 18.8039 18.8302 18.3467 0.56 -0.23 0.40 0.132
H 18.2729 16.3574 18.7547 0.00 0.34 0.13 0.106
H 20.0295 16.0044 18.5707 -1.15 0.95 -0.46 0.151
H 17.3466 15.3779 16.8729 0.39 0.13 -0.31 0.085
H 18.9489 14.6579 16.9867 0.70 -0.96 0.81 0.058
H 18.5066 15.2450 15.4470 -0.41 0.38 0.37 0.075
H 20.0293 18.5501 20.8230 0.54 0.40 -0.28 0.057
H 18.4935 18.2975 20.4081 0.67 -0.72 0.39 0.048
C 8.0860 16.7436 13.4612 0.03 0.88 2.95 -0.047
C 8.7853 18.1192 13.6307 1.58 -2.15 -1.86 -0.404
C 8.9755 18.6327 15.0066 0.77 -1.15 -0.51 -0.295
O 7.7195 18.7759 15.5008 -1.46 1.15 1.17 -0.174
C 7.7427 19.2670 16.8215 -0.51 -0.05 0.03 -0.091
N 10.1942 17.9033 13.1239 -1.36 2.66 2.95 0.062
H 8.0788 16.5064 12.4319 0.08 -0.59 -1.07 0.051
H 7.0474 16.8495 13.8203 0.36 -0.26 -0.20 0.079
H 8.6069 15.9848 14.1157 -0.49 0.56 -0.93 0.095
H 8.1852 18.7963 13.0210 0.19 0.48 0.01 0.135
H 9.6043 19.5267 14.9781 -0.24 0.56 0.11 0.128
H 9.5697 17.9004 15.5752 -0.08 -0.11 0.10 0.130
H 6.7075 19.3811 17.1565 0.15 -0.14 -0.02 0.089
H 8.2076 20.2707 16.8702 0.15 -0.51 0.11 0.096
H 8.2441 18.4994 17.4254 0.11 0.51 0.39 0.089
H 10.5267 18.8395 12.9205 0.56 -0.27 -0.33 0.071
H 10.1868 17.3717 12.3342 0.23 -1.62 -2.76 -0.009
C 19.5976 10.4516 16.0631 -0.80 -0.18 -0.08 -0.057
C 18.0768 10.2626 16.1214 -0.13 -1.10 1.91 -0.440
C 17.4212 11.4693 16.8383 -0.56 0.73 -2.02 -0.137
O 15.9646 11.4249 16.7085 1.89 0.13 -1.21 -0.236
C 15.3365 10.8519 17.7850 -0.59 -0.09 1.82 -0.156
N 17.5389 10.1305 14.7894 0.34 0.72 -0.35 0.063
H 20.1522 9.5502 15.7738 -0.26 0.11 0.28 0.083
H 19.9425 10.8546 17.0076 0.36 -0.08 0.16 0.077
H 19.7378 11.1732 15.2867 0.52 0.73 -0.45 0.048
H 17.9013 9.3883 16.8225 -0.16 0.42 -0.87 0.145
H 17.7719 12.3879 16.2379 -0.64 -0.95 1.19 0.130
H 17.6720 11.5381 17.9047 0.22 0.03 -0.30 0.125
H 15.5294 9.8011 18.0444 0.45 -0.02 -0.54 0.103
H 14.2580 10.9214 17.6990 -0.19 0.20 -0.32 0.071
H 15.6036 11.4484 18.6542 -0.12 -0.08 0.62 0.066
H 17.7023 9.2700 14.3302 1.10 -1.11 -0.21 0.075
H 16.5517 10.1627 14.6857 -1.38 0.66 0.66 0.031
C 11.1016 16.3112 9.1781 0.03 0.66 0.39 -0.066
C 12.1201 15.7972 10.2164 -0.30 0.52 -0.95 -0.445
C 13.1452 15.0327 9.3937 1.76 1.11 1.80 -0.196
O 14.1786 14.4933 10.2669 -0.98 -0.68 -0.49 -0.213
C 15.0991 13.7268 9.4993 -0.91 0.19 -2.23 -0.111
N 12.6011 16.8885 11.0403 0.42 -0.54 0.05 0.071
H 10.3932 17.0517 9.5986 0.40 -0.33 -0.01 0.077
H 10.5151 15.4660 8.8774 -0.43 -0.35 -0.60 0.065
H 11.5911 16.7912 8.2943 -0.26 -0.47 0.68 0.096
H 11.6596 15.0574 10.8617 -0.34 -0.24 0.20 0.123
H 13.7370 15.7018 8.7438 -0.79 -0.13 -0.45 0.138
H 12.5418 14.2958 8.8992 0.34 -0.87 -0.70 0.115
H 14.5179 13.0729 8.7128 1.09 0.74 1.65 0.115
H 15.7901 13.1730 10.1166 -0.18 -0.21 0.34 0.059
H 15.7148 14.4107 8.8727 -0.19 -0.25 0.30 0.089
H 12.4364 17.7514 10.5632 0.16 0.59 -0.24 0.060
H 13.5972 16.7541 11.1466 0.29 0.30 0.34 0.055
C 13.2557 16.2831 14.7321 0.68 -0.68 -0.55 -0.031
C 14.5430 15.4484 14.7007 0.63 0.47 2.04 -0.409
C 14.5359 14.4440 15.8678 1.72 -0.12 -0.97 -0.182
O 14.7972 15.1575 17.0600 -1.57 0.27 0.82 -0.214
C 14.3419 14.4710 18.2081 -0.02 0.38 1.24 -0.097
N 14.8778 14.8015 13.4620 1.52 1.72 -0.41 0.084
H 12.7916 16.5118 15.6784 0.31 -0.11 0.70 0.066
H 12.5674 15.6721 14.1932 -0.95 0.08 -0.67 0.043
H 13.4589 17.2041 14.2263 -0.34 0.58 -0.57 0.055
H 15.3984 16.1498 14.8687 -0.43 -0.56 0.23 0.132
H 15.4469 13.8145 15.7991 -0.78 -0.40 -0.57 0.116
H 13.6072 13.8289 15.8357 0.41 0.35 0.46 0.127
H 13.3093 14.0746 18.1794 -0.36 1.31 -0.27 0.080
H 14.5561 15.1267 19.1338 -0.51 -1.18 -1.48 0.109
H 14.7630 13.4849 18.2937 1.46 -0.35 0.25 0.054
H 15.0735 15.5838 12.8059 -0.21 -1.04 0.14 0.072
H 14.1983 14.2071 13.0786 -1.39 -0.78 -0.54 0.050
C 14.6121 19.5854 21.1923 -1.73 -0.82 1.75 -0.119
C 15.9847 18.9975 21.1747 0.03 1.68 -1.39 -0.355
O 16.0951 17.8276 20.3957 -0.97 0.07 -1.37 -0.154
H 14.1797 19.6476 20.1907 -0.07 0.25 0.26 0.045
H 14.6390 20.5433 21.7380 0.00 -0.02 -0.61 0.084
H 13.9398 18.9477 21.8454 0.46 0.55 -1.04 0.083
H 16.2547 18.8662 22.2149 0.77 -0.42 -0.04 0.113
H 16.5508 19.8318 20.6706 0.54 -0.78 0.73 0.106
H 15.5979 18.0156 19.4978 0.91 -0.39 1.87 0.071
C 11.0663 11.6861 20.1642 1.14 -0.45 -0.80 -0.059
C 12.4275 11.9113 20.7722 0.05 0.77 0.00 -0.327
O 13.2767 10.9431 20.2183 1.19 -1.23 0.14 -0.089
H 10.5902 10.8095 20.5483 -0.22 -0.65 0.19 0.073
H 11.2464 11.5746 19.0966 -0.01 -0.42 -0.21 0.079
H 10.3970 12.4838 20.1893 -1.02 1.54 0.66 0.028
H 12.4636 11.8226 21.8486 -0.32 0.12 0.44 0.109
H 12.8403 12.9065 20.5181 -0.50 -0.18 0.10 0.081
H 13.8899 10.6115 20.9040 -0.41 0.50 -0.47 0.091
C 18.3065 12.9284 12.2389 1.12 0.34 0.41 -0.621
O 18.0935 13.6486 11.2614 -0.07 -0.88 0.72 -0.006
N 17.6939 13.0827 13.4642 -0.05 0.22 -1.03 0.174
N 19.4136 12.0372 12.2369 -0.45 -0.65 -0.21 0.120
H 17.7645 12.2781 14.0383 0.01 -0.92 0.65 0.021
H 16.7672 13.5037 13.4681 0.01 0.31 -0.21 0.063
H 19.5597 11.2030 12.8685 -0.84 1.67 -0.94 0.097
H 19.7148 11.8933 11.2722 0.02 -0.02 0.61 0.091
```
Forces are in eV/Å.